{"formula": "C3H9S", "method": "ωB97M-V/def2-TZVPD", "homo_lumo_gap_ev": 6.51, "total_charge": -1, "lumo_ev": 4.006, "e_homo_ev": -2.51, "symbols": ["S", "H", "C", "C", "C", "H", "H", "H", "H", "H", "H", "H", "H"], "xyz": [[-2.22648, 1.74819, -2.05807], [-2.13680, 0.40331, -2.21438], [-0.26899, -0.02050, 1.50531], [0.43334, 0.36261, 0.18421], [1.08522, -0.80346, -0.53523], [-1.34196, -0.00325, 1.30468], [-0.04484, 0.65105, 2.33067], [-0.04294, -1.04256, 1.82272], [1.12877, 1.18150, 0.38384], [-0.33752, 0.79858, -0.46153], [1.61886, -0.48571, -1.42929], [1.80374, -1.31317, 0.11073], [0.32960, -1.47659, -0.94367]], "atomic_forces_ev_per_a": [[-0.02, -0.31, -0.04], [-0.03, 0.29, 0.01], [-0.27, -0.39, -0.56], [-0.44, 0.39, 0.29], [0.11, 0.25, -0.27], [-0.07, 0.08, 0.31], [-0.02, 0.10, 0.02], [0.21, 0.01, 0.05], [0.29, -0.18, -0.12], [0.21, 0.05, -0.08], [0.19, 0.29, -0.01], [-0.12, -0.30, -0.04], [-0.04, -0.29, 0.43]]}

=====

{"formula": "C3H8NOS", "method": "ωB97M-V/def2-TZVPD", "homo_lumo_gap_ev": [7.15, 7.15], "total_charge": 1, "lumo_ev": [-4.908, -4.904], "e_homo_ev": [-12.06, -12.06], "symbols": ["C", "C", "C", "N", "O", "S", "H", "H", "H", "H", "H", "H", "H", "H"], "xyz": [[-2.11364, 0.90902, -0.44859], [0.13503, -0.56746, 0.21001], [2.16683, 1.22909, 0.21315], [-0.39975, -1.94251, -0.00197], [-0.89986, 0.46563, -0.38451], [1.69925, -0.36880, -0.50159], [-2.98156, 0.26068, -0.40279], [-2.23172, 1.98243, -0.49355], [2.11826, 1.98026, -0.57106], [3.18056, 1.14840, 0.59383], [1.47215, 1.45738, 1.01359], [-1.36894, -2.01048, 0.33735], [0.18737, -2.57997, 0.55324], [-0.35988, -2.24847, -0.98834]], "atomic_forces_ev_per_a": [[2.93, -1.44, 0.47], [-0.59, 0.93, 0.84], [0.05, -0.12, -0.07], [-0.07, 0.06, -0.56], [-2.12, 0.84, -0.54], [-0.39, -0.15, -0.27], [0.02, -0.23, 0.06], [0.07, 0.14, -0.12], [-0.01, 0.00, 0.07], [0.02, 0.02, 0.03], [0.01, 0.02, 0.10], [0.38, -0.05, -0.07], [-0.18, 0.18, -0.09], [-0.13, -0.19, 0.17]]}

=====

{"formula": "C19H33MoN2OPSi", "method": "ωB97M-V/def2-TZVPD", "homo_lumo_gap_ev": [6.56, 6.93], "lumo_ev": [-0.414, -0.074], "multiplicity": 3, "s2": 2.30, "e_homo_ev": [-6.97, -7.00], "symbols": ["Mo", "Si", "P", "N", "H", "C", "H", "H", "H", "C", "H", "H", "H", "C", "H", "H", "H", "C", "H", "H", "H", "H", "H", "C", "C", "C", "C", "C", "C", "H", "H", "H", "H", "H", "C", "O", "C", "H", "H", "H", "C", "H", "H", "H", "N", "C", "C", "C", "C", "C", "C", "H", "H", "H", "H", "H", "H", "H"], "xyz": [[0.71893, -0.30330, -0.32831], [2.77106, 0.67648, -1.24481], [-0.42022, 0.42137, -2.32743], [-0.19920, -1.97287, -0.09593], [1.24843, 1.15338, 0.12591], [-2.24604, 0.49583, -2.46915], [-2.57624, 0.69276, -3.50451], [-2.64296, 1.28153, -1.80679], [-2.67730, -0.46619, -2.15559], [0.02221, 1.92761, -3.28613], [-0.42558, 1.87690, -4.28842], [1.11001, 1.98682, -3.40679], [-0.33858, 2.82897, -2.76920], [0.04610, -0.93941, -3.46814], [-0.26164, -0.68295, -4.48897], [-0.44558, -1.86970, -3.16010], [1.12625, -1.11036, -3.44512], [3.43268, 2.42471, -0.85986], [3.07561, 2.74484, 0.11886], [3.07658, 3.14708, -1.59926], [4.52324, 2.47090, -0.85257], [3.89414, -0.20395, -0.79360], [3.07643, 0.69330, -2.73132], [-0.16850, -3.28197, -0.31815], [-1.23098, -5.49444, -0.52303], [-1.29009, -4.16746, -0.11607], [1.02235, -3.85693, -0.86044], [1.06796, -5.17788, -1.27814], [-0.05129, -6.00536, -1.09780], [-2.11199, -6.15334, -0.41326], [-2.21301, -3.75286, 0.30192], [1.88913, -3.21461, -1.00419], [1.96443, -5.57476, -1.75425], [-0.01496, -7.06073, -1.39646], [-1.48831, 4.07419, 0.23148], [-2.19469, 4.41885, -0.73400], [-1.94619, 3.22448, 1.40584], [-2.20461, 3.93396, 2.18549], [-1.23628, 2.53001, 1.84597], [-2.79514, 2.64313, 1.08255], [0.02493, 4.32070, 0.24379], [0.21574, 5.19972, -0.36656], [0.60443, 3.49263, -0.22790], [0.40260, 4.43148, 1.27132], [1.24881, -0.25804, 1.82544], [0.23436, -0.27003, 2.86926], [0.68402, -0.14916, 4.18683], [-0.24448, -0.00047, 5.21839], [-1.61495, 0.00738, 4.91298], [-2.05924, -0.11938, 3.59482], [-1.11807, -0.26507, 2.54733], [1.74995, 0.63916, 1.89591], [2.01987, -0.87185, 2.09204], [1.75802, -0.18003, 4.38926], [0.09702, 0.09077, 6.25454], [-2.34221, 0.11569, 5.71875], [-3.13228, -0.11900, 3.35497], [-1.41467, -0.42258, 1.49856]], "atomic_forces_ev_per_a": [[-1.82, -2.55, 0.58], [1.24, 0.46, -0.93], [-0.20, 0.25, -1.49], [0.22, 1.84, 0.03], [0.25, 2.54, 0.33], [-0.34, -0.25, 0.18], [0.29, 0.00, 0.39], [0.16, -0.20, -0.26], [0.16, 0.26, 0.00], [0.20, 0.01, 0.12], [0.00, 0.00, 0.29], [-0.19, 0.01, 0.10], [0.08, -0.26, -0.13], [-0.28, 0.01, -0.30], [0.06, -0.13, 0.07], [0.04, 0.21, 0.02], [-0.14, 0.17, 0.01], [-0.22, -0.02, 0.19], [0.04, 0.17, 0.10], [-0.04, 0.01, 0.05], [-0.03, -0.09, -0.09], [0.09, -0.21, 0.27], [-0.32, -0.29, 0.03], [0.00, -2.09, -0.39], [0.25, -0.24, -0.15], [0.42, 0.64, -0.23], [-0.39, -0.36, -0.24], [-0.38, -0.21, 0.36], [-0.25, -0.11, 0.04], [0.61, 0.46, -0.01], [0.37, -0.10, -0.12], [-0.18, 0.02, 0.01], [-0.17, 0.08, 0.19], [0.00, 0.52, 0.05], [0.56, -0.75, -2.02], [1.32, -0.75, 2.60], [-0.60, 0.45, -0.56], [-0.39, 0.01, 0.30], [0.54, 0.19, -0.36], [-0.59, 0.02, 0.17], [-0.16, 0.24, -0.33], [0.20, 0.20, 0.14], [-0.72, 0.21, 0.38], [-0.10, 0.08, -0.36], [1.38, 0.19, 0.77], [0.04, 0.34, 0.25], [-0.52, -0.01, 0.26], [-0.05, -0.20, -0.29], [0.03, 0.08, -0.06], [0.49, -0.15, -0.43], [-0.27, -0.06, 0.42], [-0.64, -0.20, -0.10], [-0.38, -0.59, -0.09], [-0.33, 0.09, 0.00], [-0.18, -0.03, -0.42], [0.19, -0.02, -0.22], [0.58, 0.00, 0.20], [0.06, 0.14, 0.66]]}

=====

M, record by record: 77.172, 106.170, 460.486 g mol⁻¹
Total energy, record by record: -517.90787, -646.87479, -1627.43562 Ha